A:
Entry from OMol25: an isolated ion of composition C2H5N2S and charge +1 (ωB97M-V/def2-TZVPD).

Computed properties:
HOMO in eV: -12.8
LUMO energy in eV: -4.34
Total charge: +1

Each line ends with the Mulliken charge.
Element x y z (Å)
C -0.329 1.551 0.749  0.5289
C 0.815 -0.007 -0.515  -0.6848
N -1.207 2.242 0.339  -0.2229
N 0.104 -1.377 -0.244  -0.3382
S 1.029 0.739 1.122  -0.0359
H 1.742 -0.090 -0.867  0.3655
H -2.192 2.109 0.210  0.3371
H -0.728 -1.247 0.220  0.3232
H 0.745 -2.110 0.170  0.3594
H 0.022 -1.810 -1.184  0.3676


B:
Entry from OMol25: an isolated ion of composition C2H5N2S and charge +1 (ωB97M-V/def2-TZVPD).

Computed properties:
HOMO in eV: -15.0
LUMO energy in eV: -6.31
Total charge: +1

Each line ends with the Mulliken charge.
Element x y z (Å)
C -0.492 -0.275 0.027  0.6102
C 1.806 0.745 -0.034  -0.1844
N -0.505 0.961 0.079  -0.4938
N -1.341 -1.285 -0.009  -0.3728
S 1.342 -0.784 0.017  0.0613
H 1.072 1.549 -0.045  0.4192
H 2.868 0.959 -0.050  0.3120
H -1.362 1.493 0.095  0.1973
H -2.339 -1.115 0.001  0.2449
H -1.047 -2.248 -0.080  0.2061


The least stable of them is A.


A:
Entry from OMol25: C5H8N3O2 as an isolated structure (ωB97M-V/def2-TZVPD).

Computed properties:
HOMO in eV: -14.0
LUMO energy in eV: -4.24
Total charge: +1

Each line ends with the Mulliken charge.
Element x y z (Å)
C -0.859 0.422 -1.058  -1.1595
C -1.799 1.015 -0.359  -0.0986
C -0.555 0.749 1.556  -0.0990
C 2.538 -0.749 -0.303  0.0591
C 0.204 -0.370 -0.349  0.9131
N -1.591 1.288 0.993  -0.0803
N 0.255 -0.037 0.971  -0.0292
N 1.426 -0.477 -0.972  -0.0978
O 2.613 -0.684 0.893  -0.5745
O -0.459 -2.017 -0.436  -0.5917
H -0.966 0.007 -2.125  0.3920
H -2.609 1.684 -0.739  0.3755
H -0.367 1.014 2.624  0.3901
H 3.469 -1.021 -0.908  0.3482
H -2.440 1.699 1.459  0.3142
H 1.139 -0.303 1.478  0.3291
H 1.382 -0.435 -1.998  0.2342
H -1.381 -1.785 -0.728  0.3750


B:
Entry from OMol25: an isolated ion of composition C5H8N3O2 and charge +1 (ωB97M-V/def2-TZVPD).

Computed properties:
HOMO (spin up / spin down) in eV: -13.4 / -13.4
LUMO energy (spin up / spin down) in eV: -7.02 / -7.03
SMILES: C[N+](=O)[C@H]1[C@H](N=O)[C@@H]2N[C@@H]21
Total charge: +1

Each line ends with the Mulliken charge.
Element x y z (Å)
C 1.063 0.383 -1.054  0.1448
C -0.037 1.001 -2.091  -0.3880
C -1.153 0.742 -1.115  -0.4727
C -0.114 0.192 0.097  -0.3357
C -0.162 -1.354 1.869  -0.7996
N 1.819 1.587 -1.032  -0.0881
N -0.857 2.015 -1.572  -0.3357
N -0.255 -1.108 0.472  0.5347
O 1.620 2.576 -0.354  -0.3346
O -0.474 -2.073 -0.276  -0.3548
H 1.619 -0.449 -1.431  0.5081
H -0.006 0.933 -3.154  0.4541
H -2.224 0.471 -1.127  0.4271
H -0.118 0.752 0.936  0.7134
H -0.961 -0.822 2.467  0.3509
H 0.736 -0.773 2.089  0.4066
H -0.054 -2.423 2.246  0.3007
H -0.558 2.806 -1.054  0.2688


The least stable of them is B.


A:
Entry from OMol25: a 2-piece molecular cluster, C13H6BrCl4O4S overall (ωB97M-V/def2-TZVPD).

Computed properties:
HOMO in eV: -3.2
LUMO energy in eV: -1.12
Total charge: -1

Each line ends with the Mulliken charge.
Element x y z (Å)
Cl 2.559 -5.610 2.002  -0.2449
C 1.605 -4.843 0.803  0.2199
C 0.879 -3.708 1.115  0.1734
Cl 0.878 -3.046 2.682  -0.2097
C 0.048 -2.998 0.136  0.1924
O -0.614 -2.011 0.414  -0.5677
C -0.033 -3.618 -1.271  0.1870
O -0.745 -3.108 -2.128  -0.6899
C 0.757 -4.830 -1.503  0.2416
Cl 0.625 -5.495 -3.061  -0.2162
C 1.553 -5.405 -0.527  0.1629
Cl 2.434 -6.833 -0.864  -0.2382
Br 1.283 0.625 1.416  0.0033
C 1.030 0.538 -0.392  -0.3959
S -0.213 1.431 -1.178  1.3516
C -0.686 2.887 -0.207  -0.0446
C -1.543 2.714 0.881  -0.2953
C -1.962 3.827 1.613  -0.5124
C -1.526 5.106 1.259  -0.3880
C -0.672 5.272 0.171  -0.4485
C -0.250 4.163 -0.574  -0.3870
O 0.476 1.933 -2.350  -0.7319
O -1.471 0.740 -1.283  -0.5625
H 1.911 0.359 -1.013  0.4652
H -1.902 1.718 1.135  0.4463
H -2.636 3.676 2.454  0.3628
H -1.853 5.972 1.835  0.3537
H -0.326 6.262 -0.121  0.3522
H 0.396 4.281 -1.443  0.4203


B:
Entry from OMol25: a 2-piece molecular cluster, C13H6BrCl4O4S overall (ωB97M-V/def2-TZVPD).

Computed properties:
HOMO in eV: -3.0
LUMO energy in eV: 0.38
Total charge: -1

Each line ends with the Mulliken charge.
Element x y z (Å)
Cl -3.274 2.265 1.863  -0.1577
C -3.294 0.557 1.775  0.1163
C -4.388 -0.130 1.340  0.3284
Cl -5.773 0.654 0.745  -0.1642
C -4.438 -1.616 1.325  0.2910
O -5.402 -2.238 0.876  -0.6438
C -3.256 -2.304 1.911  0.2606
Cl -3.352 -4.008 1.981  -0.1669
C -2.156 -1.625 2.346  0.5991
Cl -0.841 -2.436 3.106  -0.1617
C -2.113 -0.128 2.351  0.1207
O -1.227 0.500 2.949  -0.5183
Br 1.590 1.486 1.756  -0.2629
C 0.366 0.249 1.088  -0.3365
S 0.424 0.024 -0.658  1.3937
C 1.996 0.484 -1.445  -0.1283
C 2.276 1.829 -1.705  -0.2209
C 3.454 2.190 -2.361  -0.5376
C 4.367 1.208 -2.757  -0.3372
C 4.094 -0.136 -2.491  -0.4726
C 2.914 -0.499 -1.837  -0.3650
O 0.333 -1.420 -0.841  -0.7675
O -0.548 0.902 -1.266  -0.6678
H 0.262 -0.682 1.662  0.0413
H 1.553 2.590 -1.421  0.3535
H 3.651 3.243 -2.573  0.3346
H 5.297 1.495 -3.250  0.3380
H 4.798 -0.908 -2.808  0.3325
H 2.688 -1.549 -1.659  0.3992


The least stable of them is A.


A:
Entry from OMol25: C46H42CrN4O3Te as an isolated structure (ωB97M-V/def2-TZVPD).

Computed properties:
HOMO (spin up / spin down) in eV: -3.6 / -4.5
LUMO energy (spin up / spin down) in eV: 1.97 / 1.37
2S+1: 6
Total charge: -1

Each line ends with the Mulliken charge.
Element x y z (Å)
Cr 1.382 -1.377 1.180  -0.3531
O 6.097 -6.070 2.997  -0.7403
C 5.201 -6.266 2.154  0.3994
O 5.005 -7.221 1.377  -0.7459
C 4.233 -5.075 1.960  -0.6588
C 3.205 -5.143 1.022  -0.8374
C 2.348 -4.080 0.881  0.1778
N 2.467 -2.980 1.631  0.5223
C 3.471 -2.871 2.509  0.4744
C 4.364 -3.914 2.696  -1.0118
C 3.518 -1.553 3.182  0.6335
C 4.472 -1.233 4.138  -0.8521
C 4.438 0.019 4.726  -0.5888
C 3.459 0.917 4.331  -0.9540
C 2.558 0.526 3.363  -0.2824
N 2.570 -0.683 2.806  0.7496
C 1.230 -3.987 -0.114  0.2490
C 0.922 -5.007 -0.999  -0.7614
C -0.127 -4.828 -1.888  -0.8237
C -0.828 -3.638 -1.863  -0.2835
C -0.454 -2.666 -0.957  -0.3367
N 0.556 -2.836 -0.099  0.6365
H 3.131 -6.049 0.435  0.6580
H 5.180 -3.858 3.403  0.6254
H 5.224 -1.960 4.405  0.4527
H 5.171 0.291 5.475  0.4217
H 3.393 1.910 4.755  0.4289
H 1.793 1.202 3.001  0.5220
H 1.498 -5.920 -0.988  0.4576
H -0.390 -5.610 -2.589  0.4292
H -1.655 -3.450 -2.534  0.2540
H -0.967 -1.714 -0.898  0.5819
C 2.643 -0.274 -0.419  0.7569
C 2.937 1.032 0.092  -0.9194
C 4.240 1.039 0.567  -0.7832
C 4.819 -0.238 0.297  -0.7462
C 3.866 -1.014 -0.351  -1.0683
H 1.919 -0.415 -1.223  0.3718
H 2.229 1.850 0.137  0.4600
H 4.734 1.859 1.077  0.5028
H 5.822 -0.549 0.559  0.4730
H 4.012 -2.029 -0.702  0.5537
C -2.072 6.500 -5.100  -1.5691
C -1.806 5.465 -4.038  0.7368
C -0.513 5.146 -3.654  -1.0647
C -0.250 4.186 -2.678  1.2208
C 1.186 3.903 -2.313  -1.5936
C -1.322 3.518 -2.069  -0.5357
Te -0.900 2.021 -0.620  0.6898
N -0.402 0.016 1.318  0.1437
C -0.749 -0.366 2.514  0.6313
O -0.384 -1.542 2.828  -0.6191
C -1.539 0.433 3.505  0.1986
C -2.086 -0.223 4.600  -0.3726
C -2.825 0.490 5.535  -0.5951
C -3.002 1.859 5.384  -0.3927
C -2.445 2.517 4.296  -0.8311
C -1.715 1.805 3.354  -0.1725
C -2.132 0.546 -1.514  0.0423
C -3.215 -0.019 -0.825  1.1030
C -3.645 0.375 0.564  -2.1955
C -3.947 -1.040 -1.440  -0.8020
C -3.639 -1.511 -2.704  0.8468
C -4.428 -2.623 -3.341  -1.6515
C -2.558 -0.935 -3.368  -0.7933
C -1.796 0.075 -2.795  1.1857
C -0.616 0.605 -3.564  -1.2474
C -2.642 3.854 -2.418  1.2192
C -3.846 3.220 -1.777  -1.5405
C -2.856 4.814 -3.404  -0.9225
H -1.140 6.897 -5.505  0.3473
H -2.648 7.336 -4.698  0.3394
H -2.645 6.076 -5.927  0.3305
H 0.322 5.656 -4.125  0.2664
H 1.857 4.544 -2.885  0.4225
H 1.454 2.861 -2.500  0.2734
H 1.377 4.080 -1.253  0.2659
H -1.918 -1.287 4.702  0.4520
H -3.257 -0.023 6.386  0.4031
H -3.574 2.415 6.117  0.3683
H -2.579 3.586 4.182  0.4118
H -1.286 2.304 2.495  0.3938
H -3.239 1.335 0.869  0.0859
H -3.297 -0.362 1.290  0.3577
H -4.734 0.412 0.627  0.5566
H -4.782 -1.475 -0.899  0.3523
H -5.270 -2.917 -2.715  0.3896
H -3.805 -3.507 -3.501  0.3001
H -4.816 -2.322 -4.316  0.3637
H -2.291 -1.291 -4.359  0.3148
H -0.505 0.069 -4.505  0.4703
H 0.307 0.497 -2.988  -0.0789
H -0.733 1.669 -3.784  0.1559
H -3.678 3.047 -0.715  0.1622
H -4.069 2.250 -2.228  0.2562
H -4.722 3.858 -1.894  0.4601
H -3.877 5.065 -3.676  0.4143


B:
Entry from OMol25: C46H42CrN4O3Te as an isolated structure (ωB97M-V/def2-TZVPD).

Computed properties:
HOMO (spin up / spin down) in eV: -2.4 / -5.0
LUMO energy (spin up / spin down) in eV: 1.91 / 0.94
2S+1: 6
Total charge: -1

Each line ends with the Mulliken charge.
Element x y z (Å)
Cr -2.934 -0.449 -1.768  0.0333
O -3.929 -0.488 5.113  -0.7582
C -2.953 -0.992 4.532  0.1415
O -2.013 -1.683 4.976  -0.7118
C -2.987 -0.888 2.991  -0.2764
C -3.828 0.062 2.366  -0.9184
C -3.786 0.225 0.997  -0.1118
N -2.816 -0.530 0.272  0.0828
C -2.281 -1.716 0.849  -0.6833
C -2.255 -1.797 2.242  -0.6001
C -1.894 -2.676 -0.105  0.9507
C -1.234 -3.882 0.255  -0.3790
C -0.971 -4.826 -0.690  -0.5270
C -1.351 -4.587 -2.029  -1.0125
C -1.938 -3.382 -2.327  -0.1509
N -2.210 -2.430 -1.425  0.6402
C -4.597 1.017 0.141  1.0333
C -5.486 2.002 0.631  -1.0780
C -6.336 2.651 -0.209  -0.5203
C -6.319 2.329 -1.597  -1.0078
C -5.410 1.408 -2.034  -0.1667
N -4.538 0.749 -1.239  0.5587
H -4.519 0.609 2.992  0.5022
H -1.738 -2.590 2.764  0.4845
H -0.947 -4.023 1.287  0.3194
H -0.473 -5.748 -0.418  0.4466
H -1.167 -5.309 -2.812  0.4026
H -2.194 -3.148 -3.352  0.3158
H -5.469 2.223 1.690  0.3784
H -7.015 3.405 0.171  0.4363
H -6.990 2.805 -2.298  0.4047
H -5.354 1.166 -3.086  0.3054
C -1.597 1.882 -3.190  0.3055
C -2.567 0.732 -3.442  -1.2908
C -1.815 -0.470 -3.543  -0.8795
C -0.400 -0.128 -3.274  -0.6210
C -0.267 1.180 -3.067  -1.1674
H -1.568 2.519 -4.083  1.0227
H -3.445 0.916 -4.049  0.7855
H -2.065 -1.298 -4.197  0.9400
H 0.402 -0.851 -3.234  0.6516
H 0.651 1.693 -2.808  0.6389
C 5.481 -1.006 5.717  -1.6492
C 4.469 -1.084 4.606  0.7433
C 4.759 -1.722 3.412  -1.0034
C 3.830 -1.796 2.374  1.1496
C 4.218 -2.549 1.126  -1.4620
C 2.580 -1.182 2.541  -0.3713
Te 1.096 -1.224 1.023  0.3648
N -1.862 0.283 -0.445  1.5767
C -1.375 1.412 0.155  -0.9366
O -1.173 1.491 1.353  -0.6408
C -1.126 2.579 -0.736  -0.0783
C -0.206 3.496 -0.288  -0.2347
C -0.037 4.735 -0.902  -1.2118
C -0.910 5.118 -1.960  -0.5836
C -1.834 4.257 -2.433  -1.0408
C -1.946 2.836 -1.973  2.0695
C 2.310 -0.496 -0.551  1.0481
C 2.455 -1.261 -1.718  0.0788
C 1.796 -2.604 -1.906  -1.2783
C 3.250 -0.769 -2.752  -0.7137
C 3.887 0.459 -2.664  0.7874
C 4.751 0.973 -3.785  -1.7590
C 3.701 1.213 -1.513  -0.9554
C 2.917 0.762 -0.456  1.0739
C 2.728 1.640 0.749  -1.5549
C 2.246 -0.565 3.756  1.3114
C 0.884 0.006 4.028  -1.6195
C 3.206 -0.524 4.762  -1.0046
H 6.372 -1.589 5.480  0.3485
H 5.064 -1.384 6.652  0.3609
H 5.791 0.027 5.893  0.3163
H 5.729 -2.193 3.280  0.3142
H 4.526 -1.874 0.326  0.3034
H 3.372 -3.128 0.749  0.0418
H 5.048 -3.228 1.334  0.4534
H 0.363 3.242 0.598  0.5035
H 0.705 5.430 -0.532  0.4446
H -0.841 6.117 -2.374  0.3995
H -2.502 4.558 -3.232  0.4653
H -3.008 2.611 -1.732  -0.5150
H 0.750 -2.593 -1.615  0.0133
H 2.286 -3.372 -1.301  0.3150
H 1.846 -2.906 -2.955  0.5022
H 3.361 -1.362 -3.655  0.2761
H 4.670 0.338 -4.667  0.3755
H 5.802 1.002 -3.487  0.3287
H 4.464 1.987 -4.068  0.3695
H 4.170 2.190 -1.437  0.3381
H 3.078 2.652 0.541  0.4574
H 3.272 1.257 1.615  0.2915
H 1.672 1.679 1.033  -0.0814
H 0.528 0.638 3.215  0.0992
H 0.889 0.583 4.952  0.4304
H 0.153 -0.796 4.173  0.4283
H 2.948 -0.047 5.702  0.3946


The least stable of them is B.


A:
Entry from OMol25: C3H2N4O in the gas phase (ωB97M-V/def2-TZVPD).

Computed properties:
HOMO in eV: -10.1
LUMO energy in eV: -1.60
SMILES: O=c1cnnnnc1

Each line ends with the Mulliken charge.
Element x y z (Å)
C 0.272 -0.540 0.707  0.4165
C -0.075 -1.244 -0.584  0.0474
C 0.294 0.967 0.921  0.0934
H 0.370 -2.266 -1.139  0.3234
H 0.815 1.258 1.926  0.3493
N -0.732 -0.769 -1.583  -0.2771
N -1.257 0.423 -0.911  -0.1090
N -0.442 1.276 -1.122  -0.0466
N -0.147 1.939 0.142  -0.3240
O 0.902 -1.044 1.643  -0.4732


B:
Entry from OMol25: C3H2N4O in the gas phase (ωB97M-V/def2-TZVPD).

Computed properties:
HOMO in eV: -10.1
LUMO energy in eV: -1.36
SMILES: O=c1cnnncn1

Each line ends with the Mulliken charge.
Element x y z (Å)
C -0.006 0.826 -0.961  0.5329
C 0.414 -0.630 -1.113  -0.0900
C -0.907 0.261 1.184  0.1175
H 0.290 -1.095 -2.038  0.4376
H -1.837 0.092 1.711  0.3914
N 1.062 -1.217 -0.135  -0.0443
N 1.238 -0.704 1.057  -0.2778
N 0.291 -0.177 1.770  -0.1796
N -0.955 0.848 0.048  -0.3878
O 0.412 1.797 -1.522  -0.4998


The least stable of them is A.